1.
C14H19NO5 | ωB97M-V/def2-TZVPD

As for the lowest unoccupied orbital energy: 0.63 eV. As for the HOMO energy: -0.3399 Ha. As for the SMILES: COC(=O)C1(C(=O)OC)CCCC2=NO[C@@H]3CC[C@H]1[C@H]23.

The geometry in ORCA input format:
```
! RIJCOSX wB97M-V def2-TZVPD def2/J DEFGRID3
* xyz 0 1
O -1.38236 0.16462 -2.21552
O 0.77328 2.32684 -1.42690
O 1.23888 -3.33486 1.23109
O 1.04541 2.48871 0.80734
O -2.34968 1.76861 -0.78314
N 0.05002 -2.90203 1.80110
C 0.16282 -1.90821 -0.31542
C 1.40960 -2.77298 -0.09336
C -1.47049 0.86539 -1.06606
C -0.50517 -2.15551 1.02350
C 1.95708 -0.46244 0.40653
C 2.57664 -1.76424 -0.03174
C 2.04599 3.54978 0.72205
C -2.41064 0.62446 -3.20542
C -0.78844 0.71114 1.40918
C 0.44181 2.13617 -0.28341
C -1.90285 -0.29401 1.71694
C 0.65400 -0.38930 -0.38558
C -0.30185 0.82916 -0.05323
C -1.91916 -1.65496 1.20654
H -1.97695 -0.41094 2.80533
H 2.10490 3.82496 -0.30937
H 1.52598 -3.51809 -0.87116
H -2.41618 -0.09192 -4.01557
H -3.40737 0.67376 -2.83315
H 1.76720 -0.59891 1.46844
H -2.54524 -2.36262 1.83701
H 1.53830 4.47671 1.23844
H 3.01799 -1.58292 -1.03777
H 2.49146 0.43923 0.29120
H -2.88010 0.16421 1.48735
H 3.07885 3.28441 1.10633
H 1.03185 -0.09033 -1.41788
H -0.32541 -2.22223 -1.22910
H -2.30153 -1.59278 0.12763
H -2.22796 1.68950 -3.45036
H -1.27768 1.63707 1.75230
H 3.42299 -2.07881 0.55520
H 0.05399 0.53336 2.03061
*
```

Mulliken atomic charge list, values in e, 4 entries: -0.28, -0.60, -0.31, -0.26

=====

2.
C21H20FN3O2 | ωB97M-V/def2-TZVPD

As for the lowest unoccupied orbital energy: 0.58 eV. As for the HOMO energy: -0.3341 Ha. As for the SMILES: O=C(Cc1ccccc1)N1CCC(c2nc(-c3ccc(F)cc3)no2)CC1.

The geometry in ORCA input format:
```
! RIJCOSX wB97M-V def2-TZVPD def2/J DEFGRID3
* xyz 0 1
F -1.94275 0.08817 -8.69897
O 1.21811 2.17598 3.83362
O -2.84518 1.67789 -1.32930
N -3.18315 1.66578 -2.64512
N -1.21763 0.65637 -2.37595
N 0.77043 0.76257 2.14610
C -1.66103 1.06265 -1.22764
C -2.13566 0.80366 -4.67398
C -3.14689 1.27149 -5.51225
C 3.76461 -1.98650 4.16422
C 1.05155 -2.50302 4.29888
C 2.86534 -0.94133 4.26927
C -0.18355 -0.34663 0.18298
C 0.86689 1.07249 3.46078
C 1.49846 -1.18878 4.33387
C -1.05961 0.09404 -5.20330
C -2.00571 0.32386 -7.37384
C 3.30976 -3.29433 4.12754
C 0.53899 -0.03654 4.45127
C -0.06444 2.15873 0.30766
C 1.14360 1.75128 1.15825
C 1.95152 -3.55001 4.19876
C 0.34056 -0.51258 1.61173
C -3.08437 1.03250 -6.87031
C -0.99058 -0.15029 -6.56079
C -0.99637 0.94494 0.09176
C -2.19753 1.05073 -3.24784
H -1.77458 0.94313 0.86127
H -0.00783 -2.71203 4.35558
H -0.49127 -0.37378 4.32118
H -3.85261 1.38411 -7.54056
H -0.28828 -0.25927 -4.53747
H 0.29145 2.53156 -0.65389
H 1.16824 -1.23395 1.62436
H 0.62511 0.40891 5.44601
H 0.63007 -0.30259 -0.53993
H 1.93467 1.33602 0.52587
H 4.01165 -4.11097 4.04698
H -0.16894 -0.69818 -6.99423
H -0.62061 2.95768 0.79750
H -0.80399 -1.20561 -0.07335
H 3.21895 0.07888 4.30368
H -3.97025 1.81892 -5.08225
H 1.54010 2.61442 1.69533
H 4.82366 -1.78075 4.11323
H -0.46101 -0.91192 2.23749
H 1.59011 -4.56770 4.17578
*
```

Mulliken atomic charge list, values in e, 4 entries: -0.32, -0.69, -0.16, -0.50

=====

3.
C6H11F12N2P2Rb | ωB97M-V/def2-TZVPD

As for the lowest unoccupied orbital energy: -1.07 eV. As for the HOMO energy: -0.4037 Ha.

The geometry in ORCA input format:
```
! RIJCOSX wB97M-V def2-TZVPD def2/J DEFGRID3
* xyz 0 1
Rb 2.42229 0.13645 -1.74105
P 0.81001 -2.75313 0.18288
P 2.36311 -1.05652 -5.45409
F 1.84695 -1.52501 0.56347
F 1.54413 -1.17678 -4.03714
F 2.98711 0.35677 -4.90884
F 1.18214 -3.48800 1.55790
F 2.02210 -3.51962 -0.55684
F 1.11512 -0.26658 -6.06916
F 3.61968 -1.78443 -4.75601
F 0.50850 -1.98074 -1.22857
F -0.36820 -1.90243 0.93946
F 3.17331 -0.89971 -6.81675
F -0.25011 -3.88819 -0.20753
F 1.76948 -2.47010 -5.89864
N -0.90471 1.44968 1.76029
N -2.88704 1.14094 2.54922
C 0.31508 1.17721 1.00453
C 1.58159 1.74684 1.61680
C -4.21695 0.52841 2.76537
C -1.30120 2.63859 2.28431
C -2.53510 2.44275 2.80546
C -1.88936 0.56799 1.89266
H 0.41684 0.10704 0.96404
H 1.76683 1.30657 2.59545
H -4.54664 0.08977 1.83039
H -4.12296 -0.27140 3.49680
H 1.60623 2.83329 1.70235
H -1.75381 -0.47599 1.64081
H 2.42086 1.45040 0.97547
H -0.67967 3.51202 2.25607
H -3.26482 3.13966 3.17540
H -4.88900 1.29368 3.12611
H 0.13823 1.54054 -0.01062
*
```

Mulliken atomic charge list, values in e, 4 entries: 1.02, 1.10, 1.14, -0.40

=====

Maximum force? In order: 5.5, 1.3, 2.0 eV/A.
Relative energy (zero: lowest compared OMol25 entry of this formula, charge and spin)? In order: 103.4, 1.1, 17.3 kcal/mol.
E? In order: -975.7196, -1226.8593, -2250.4030 Eh.